# 1
{
  "formula": "C3H9NO2S",
  "method": "ωB97M-V with the def2-TZVPD basis set",
  "species": ["C", "C", "C", "S", "N", "O", "O", "H", "H", "H", "H", "H", "H", "H", "H", "H"],
  "positions_angstrom": [[-1.01529, -0.48871, 1.26016], [-0.10892, -0.84748, 0.03754], [-0.60624, -1.38588, -1.23751], [1.33772, -0.06892, 0.03214], [0.61404, 2.00533, -0.01158], [1.85745, 0.20457, 1.35375], [2.15882, -0.18740, -1.13969], [-0.48415, -0.00605, 2.04524], [-1.79152, 0.19836, 0.88231], [-1.29695, -1.45155, 1.58716], [-1.56461, -1.12097, -1.49831], [-0.80219, -2.51575, -1.20022], [0.05930, -1.01076, -1.92028], [1.39607, 2.51266, 0.38111], [0.58399, 2.29490, -0.96208], [-0.33753, 1.86764, 0.39026]],
  "mulliken_charge": [-1.419, 0.638, -1.258, 0.910, -0.668, -0.597, -0.626, 0.373, 0.315, 0.419, 0.351, 0.224, 0.450, 0.302, 0.292, 0.294],
  "smiles": "CC(C)=[S@@]([NH3+])(=O)[O-]",
  "e_lumo_ha": 0.017,
  "homo_ev": -7.90,
  "homo_lumo_gap_ev": 8.374,
  "relative_energy_kcal_mol": 92.14
}

# 2
{
  "formula": "C35H33FeNO3",
  "method": "ωB97M-V with the def2-TZVPD basis set",
  "species": ["C", "O", "C", "C", "C", "C", "C", "C", "C", "C", "C", "C", "Fe", "C", "C", "C", "C", "C", "C", "C", "H", "H", "H", "H", "H", "H", "H", "H", "H", "H", "H", "H", "H", "H", "H", "H", "H", "C", "C", "O", "C", "C", "N", "C", "C", "C", "C", "C", "C", "C", "C", "C", "C", "C", "C", "C", "O", "H", "H", "H", "H", "H", "H", "H", "H", "H", "H", "H", "H", "H", "H", "H", "H"],
  "positions_angstrom": [[2.90387, -0.38223, -6.04264], [3.31160, 0.64570, -5.16809], [3.25516, 0.31938, -3.83177], [3.83127, 1.21796, -2.90386], [3.90302, 0.92357, -1.57517], [3.36521, -0.27655, -1.06555], [3.57650, -0.64953, 0.28914], [2.87301, -1.65511, 0.98195], [3.39763, -2.43918, 2.13627], [2.40705, -3.35320, 2.54227], [1.21620, -3.17034, 1.68511], [1.48324, -2.15414, 0.74528], [1.68058, -1.40361, 2.68517], [1.18039, 0.59524, 2.97988], [2.43902, 0.28588, 3.64013], [2.19055, -0.76716, 4.61093], [0.77974, -1.10952, 4.55227], [0.15542, -0.26847, 3.54458], [2.72403, -1.14055, -1.97845], [2.68138, -0.86288, -3.31443], [3.09102, -0.05411, -7.06455], [3.47932, -1.29100, -5.85785], [1.83815, -0.57730, -5.92492], [4.24399, 2.13853, -3.27687], [4.36678, 1.61291, -0.89009], [4.40912, -0.19067, 0.78950], [4.42939, -2.42735, 2.48450], [2.53902, -4.15245, 3.27337], [0.29313, -3.74919, 1.75679], [0.81075, -1.81215, -0.04110], [1.03255, 1.34248, 2.19728], [3.40487, 0.75680, 3.44121], [2.92758, -1.20162, 5.29203], [0.27057, -1.83630, 5.19227], [-0.90811, -0.25487, 3.29353], [2.32447, -2.06873, -1.61560], [2.22581, -1.56891, -3.98385], [4.63397, -4.37851, -2.96934], [4.77321, -4.17014, -1.47521], [6.12012, -4.14695, -1.07264], [6.19846, -4.18563, 0.31091], [7.22863, -3.30201, 0.84998], [7.30040, -3.05019, 2.10844], [7.97383, -1.86820, 2.38966], [8.34186, -1.65191, 3.80559], [8.98699, -0.51065, 4.28081], [9.29726, -0.36021, 5.61026], [8.95849, -1.34780, 6.51582], [8.29486, -2.47746, 6.07362], [7.99109, -2.62698, 4.74368], [8.16974, -0.98781, 1.35379], [8.87851, 0.24703, 1.45334], [9.18184, 0.99666, 0.38335], [8.82571, 0.57761, -0.94297], [8.13728, -0.54462, -1.14781], [7.63496, -1.35574, 0.00132], [5.39981, -4.76131, 1.02640], [3.62712, -4.15466, -3.32169], [5.32393, -3.73058, -3.51085], [4.86901, -5.40874, -3.23870], [4.35230, -3.20596, -1.15771], [4.27206, -4.95196, -0.89020], [7.61142, -2.57563, -0.05452], [9.20998, 0.31591, 3.43744], [9.82625, 0.51386, 5.95224], [9.21625, -1.25203, 7.55466], [8.03097, -3.25451, 6.77506], [7.45753, -3.49918, 4.39404], [9.16926, 0.53631, 2.57211], [9.70180, 1.93120, 0.51212], [9.12007, 1.19077, -1.77771], [7.90523, -0.84638, -2.15786], [6.95977, -2.24422, -0.49545]],
  "mulliken_charge": [-0.785, -0.508, 0.778, -0.556, -0.631, 0.692, -1.781, 1.583, 0.141, -0.387, -1.042, -0.979, -0.271, -0.655, -0.468, -0.525, -0.631, -0.726, -0.780, -0.402, 0.240, 0.315, 0.283, 0.378, 0.429, 0.326, 0.544, 0.426, 0.428, 0.605, 0.399, 0.446, 0.454, 0.417, 0.432, 0.436, 0.273, -1.456, 0.572, -0.543, 0.492, -0.638, -0.270, -0.146, 0.548, -0.319, -0.888, -0.317, -0.708, -0.425, 1.112, -0.397, -0.398, -0.547, -0.990, 0.684, -0.669, 0.327, 0.279, 0.387, -0.253, 0.410, 0.243, -0.061, 0.398, 0.371, 0.368, 0.480, -0.034, 0.431, 0.358, 0.402, 0.302],
  "e_lumo_ha": [0.164, 0.164],
  "spin_multiplicity": 5,
  "homo_ev": [0.84, 0.41],
  "homo_lumo_gap_ev": [3.608, 4.038],
  "charge": -2,
  "s2": 6.10
}

# 3
{
  "formula": "C5H9NS2",
  "method": "ωB97M-V with the def2-TZVPD basis set",
  "species": ["N", "C", "C", "C", "S", "C", "C", "S", "H", "H", "H", "H", "H", "H", "H", "H", "H"],
  "positions_angstrom": [[2.39923, -0.53529, -0.18804], [1.15977, -0.77557, 0.47241], [-0.13617, -0.97971, -0.23642], [-1.04502, -0.34131, -1.35237], [-2.47649, 0.17250, -0.14906], [-1.25616, 0.59287, 1.29860], [0.05248, 0.25460, 0.57964], [0.69054, 1.79173, -0.29181], [3.08977, 0.14750, 0.16939], [2.22963, -0.30427, -1.29433], [1.12573, -1.54786, 1.26263], [-0.75927, -1.61239, 0.49102], [-0.68144, 0.59364, -1.91797], [-1.63537, -0.86908, -2.15425], [-0.97901, 1.52403, 1.94071], [-1.36212, -0.13266, 2.10540], [-0.41610, 2.02128, -0.73554]],
  "mulliken_charge": [-0.668, -0.097, -0.414, -0.628, -0.100, -0.741, 0.196, -0.192, 0.265, 0.325, 0.290, 0.313, 0.227, 0.386, 0.362, 0.390, 0.086],
  "smiles": "N[C@@H]1[C@@H]2CSC[C@@]12S",
  "e_lumo_ha": 0.021,
  "homo_ev": -8.52,
  "homo_lumo_gap_ev": 9.092,
  "relative_energy_kcal_mol": 113.06
}

# 4
{
  "formula": "C3H5N3",
  "method": "ωB97M-V with the def2-TZVPD basis set",
  "species": ["C", "N", "C", "N", "N", "C", "H", "H", "H", "H", "H"],
  "positions_angstrom": [[0.45880, -0.89965, 1.05555], [0.06449, 0.00299, -0.02355], [-0.45338, -0.32767, -1.23727], [-0.94048, 0.72495, -1.83462], [-0.69021, 1.80301, -1.02344], [-0.06192, 1.35706, 0.02977], [0.20115, -0.47418, 2.03731], [1.51655, -0.97110, 0.84969], [-0.08416, -1.85353, 0.98782], [-0.38610, -1.32278, -1.65822], [0.37526, 1.96092, 0.81695]],
  "mulliken_charge": [-0.842, 0.055, -0.035, -0.432, -0.434, -0.041, 0.305, 0.334, 0.305, 0.392, 0.393],
  "smiles": "Cn1cnnc1",
  "e_lumo_ha": 0.024,
  "homo_ev": -9.78,
  "homo_lumo_gap_ev": 10.451,
  "relative_energy_kcal_mol": 24.41
}

# 5
{
  "formula": "C8H15N2OP",
  "method": "ωB97M-V with the def2-TZVPD basis set",
  "species": ["C", "C", "C", "C", "C", "C", "C", "C", "N", "N", "O", "P", "H", "H", "H", "H", "H", "H", "H", "H", "H", "H", "H", "H", "H", "H", "H"],
  "positions_angstrom": [[0.93864, -0.78631, -0.06439], [-0.49509, -0.37310, -0.59010], [-4.16792, -0.63671, -1.13539], [-5.02086, -0.49576, 0.01149], [1.63499, 0.97460, 1.36240], [1.95462, 1.37791, -0.99067], [3.36776, -0.29569, 0.28626], [2.00166, 0.32445, 0.07388], [1.22880, -1.91924, 0.40511], [-3.61173, -0.25381, -0.05252], [-1.19459, 0.65566, 0.10382], [-2.54930, 0.37867, 1.07474], [-0.27855, 0.10403, -1.48093], [-0.93919, -1.32656, -0.67176], [0.39347, -2.54331, 0.38389], [-3.95042, -1.51705, -1.78542], [-5.62239, 0.45691, -0.02123], [-5.32946, -1.28771, 0.70260], [1.49842, 0.21145, 2.07322], [2.53669, 1.69707, 1.69508], [0.76220, 1.58495, 1.28193], [1.00235, 1.64763, -1.39598], [2.55847, 1.15485, -1.78560], [2.30749, 2.29980, -0.54580], [4.08342, 0.39649, 0.69783], [3.72777, -0.75622, -0.55428], [3.16271, -1.07300, 0.92183]],
  "mulliken_charge": [0.268, -0.959, -0.148, -0.471, -1.867, -1.795, -1.872, 2.175, -0.655, 0.141, -0.292, -0.188, 0.443, 0.463, 0.253, 0.217, 0.213, 0.260, 0.509, 0.377, 0.368, 0.363, 0.430, 0.394, 0.411, 0.478, 0.483],
  "e_lumo_ha": [-0.007, 0.005],
  "homo_ev": [-7.56, -7.38],
  "homo_lumo_gap_ev": [7.363, 7.507],
  "relative_energy_kcal_mol": 96.54
}

# 6
{
  "formula": "C6H9BCl4F5GaNO5S",
  "method": "ωB97M-V with the def2-TZVPD basis set",
  "species": ["C", "C", "O", "O", "C", "Ga", "B", "N", "O", "S", "O", "O", "C", "F", "F", "C", "F", "F", "F", "H", "H", "H", "H", "H", "H", "H", "H", "H", "C", "Cl", "Cl", "Cl", "Cl"],
  "positions_angstrom": [[-2.64819, 2.78711, -2.23198], [-1.39196, 2.03395, -2.89246], [-0.57052, 2.74460, -3.49958], [-1.33437, 0.64313, -2.78212], [0.03037, 0.19351, -2.42057], [0.56535, 0.89412, -0.55830], [1.92754, 2.46705, -0.55888], [1.84308, 3.70988, -1.40947], [3.05236, 2.39028, 0.36626], [1.43447, -0.87359, 0.68826], [1.59608, -2.15937, -0.09894], [2.80731, -0.56103, 1.26957], [0.35405, -1.24698, 2.19202], [-0.69690, -2.12745, 1.84944], [1.21586, -1.85427, 3.14510], [-0.24580, 0.04771, 2.91890], [-0.46854, -0.30816, 4.27335], [0.68662, 1.09204, 2.91601], [-1.49738, 0.43838, 2.44066], [-3.51679, 2.08659, -2.02696], [-2.37338, 3.34456, -1.28697], [-3.02700, 3.55679, -2.99288], [0.78852, 0.37785, -3.24396], [-0.06602, -0.94806, -2.32698], [-0.79076, 1.46947, 0.12113], [0.97972, 4.19246, -1.09885], [1.75183, 3.39377, -2.38310], [2.73180, 2.47409, 1.29036], [-0.62607, -6.04982, 1.66741], [0.36420, -4.69946, 1.08940], [-1.27380, -5.66476, 3.27653], [-1.97169, -6.32523, 0.53972], [0.37002, -7.51915, 1.76789]],
  "mulliken_charge": [-0.856, 0.616, -0.570, -0.407, -0.356, -0.108, 0.671, -0.701, -0.489, 0.755, -0.638, -0.622, 0.535, -0.212, -0.256, 0.396, -0.271, -0.199, -0.188, 0.292, 0.178, 0.316, 0.303, 0.309, -0.277, 0.263, 0.282, 0.270, 0.301, 0.019, -0.113, -0.119, -0.126],
  "e_lumo_ha": 0.081,
  "homo_ev": -5.11,
  "homo_lumo_gap_ev": 7.309,
  "charge": -1
}